# 1
An isolated molecule of C22H24FN3O3S. Source: the Open Molecules 2025 dataset; level of theory: ωB97M-V/def2-TZVPD.

Summary:
- electronic energy (hartree) = -1740.848389
- charge = 0
- gap between HOMO and LUMO (eV) = 8.62
- SMILES = CCN1C(=O)[C@@H](CC(=O)Nc2ccc(OC)cc2)N(CCc2ccccc2F)C1=S
- energy above the lowest of the compared OMol25 structures with the same formula, charge and spin (eV) = 0.108

Geometry (Å):
1 C -2.327 -2.416 1.451
2 C -1.190 -3.283 0.924
3 N -0.219 -2.501 0.190
4 C -0.187 -2.384 -1.161
5 O -0.945 -2.897 -1.951
6 C 0.977 -1.447 -1.483
7 C 0.506 -0.247 -2.322
8 C -0.510 0.568 -1.520
9 O -0.176 1.543 -0.880
10 N -1.760 0.055 -1.587
11 C -2.911 0.452 -0.888
12 C -4.080 -0.279 -1.105
13 C -5.239 0.046 -0.439
14 C -5.263 1.112 0.463
15 O -6.459 1.350 1.068
16 C -6.547 2.411 1.988
17 C -4.098 1.838 0.678
18 C -2.931 1.510 0.008
19 N 1.463 -1.102 -0.170
20 C 2.489 -0.123 0.080
21 C 3.797 -0.459 -0.648
22 C 4.869 0.509 -0.239
23 C 4.860 1.825 -0.683
24 C 5.833 2.723 -0.280
25 C 6.841 2.319 0.579
26 C 6.877 1.013 1.034
27 C 5.893 0.134 0.622
28 F 5.943 -1.141 1.068
29 C 0.754 -1.717 0.796
30 S 0.979 -1.611 2.410
31 H -3.022 -3.032 2.013
32 H -2.864 -1.940 0.633
33 H -1.935 -1.644 2.108
34 H -0.668 -3.762 1.756
35 H -1.569 -4.041 0.235
36 H 1.741 -2.000 -2.049
37 H 0.069 -0.627 -3.246
38 H 1.354 0.395 -2.560
39 H -1.897 -0.764 -2.167
40 H -4.072 -1.108 -1.799
41 H -6.147 -0.513 -0.599
42 H -5.877 2.261 2.840
43 H -7.578 2.412 2.338
44 H -6.325 3.373 1.515
45 H -4.077 2.666 1.369
46 H -2.034 2.079 0.185
47 H 2.657 -0.119 1.160
48 H 2.128 0.868 -0.217
49 H 3.648 -0.399 -1.729
50 H 4.096 -1.477 -0.393
51 H 4.079 2.147 -1.355
52 H 5.805 3.740 -0.638
53 H 7.601 3.017 0.894
54 H 7.649 0.667 1.702

# 2
C13H12O3Pd as an isolated structure in a non-equilibrium geometry. Source: the Open Molecules 2025 dataset; level of theory: ωB97M-V/def2-TZVPD.

Summary:
- electronic energy (hartree) = -854.895397
- charge = +2
- gap between HOMO and LUMO (eV) = 3.32

Geometry (Å):
1 C -3.132 -2.574 -1.886
2 C -2.145 -1.667 -0.940
3 O -2.015 -2.198 0.438
4 C -2.538 -0.042 -0.962
5 C -1.097 0.744 -0.668
6 C -0.186 1.218 -1.786
7 C 1.259 1.950 -1.369
8 O 1.792 2.958 -2.085
9 C 1.961 1.328 0.015
10 C 3.576 1.146 0.232
11 C 4.119 0.468 1.640
12 C 3.132 -0.026 2.864
13 C 1.504 0.160 2.645
14 C 0.952 0.820 1.247
15 C -0.682 0.996 0.933
16 O -1.582 1.347 1.872
17 H -2.547 -3.588 -2.113
18 H -3.404 -2.069 -2.928
19 H -4.141 -2.910 -1.344
20 H -1.056 -1.741 -1.419
21 H -2.863 -2.059 0.960
22 H -3.306 0.228 -0.120
23 H -2.917 0.166 -2.055
24 H -0.518 1.012 -2.890
25 H 4.306 1.462 -0.625
26 H 5.300 0.330 1.722
27 H 3.481 -0.535 3.863
28 H 0.690 -0.184 3.435
29 Pd 2.056 3.261 1.320

# 3
An isolated ion of composition C8H16N and charge +1 in a non-equilibrium geometry. Source: the Open Molecules 2025 dataset; level of theory: ωB97M-V/def2-TZVPD.

Summary:
- electronic energy (hartree) = -368.693113
- charge = +1
- gap between HOMO and LUMO (alpha / beta) (eV) = 8.49 / 6.58
- 2S+1 = 3
- <S²> = 2.007
- energy above the lowest of the compared OMol25 structures with the same formula, charge and spin (eV) = 1.720

Geometry (Å):
1 C 0.641 -2.387 1.486
2 C -0.749 -1.766 -0.554
3 C 0.204 -0.636 -0.335
4 C 1.472 -0.598 -1.165
5 C -1.618 0.786 0.784
6 C -0.547 1.713 -1.273
7 C 0.745 1.584 0.899
8 C -0.310 0.948 0.007
9 N 0.125 -1.710 0.564
10 H 1.451 -1.992 2.085
11 H 0.275 -3.387 1.693
12 H -1.803 -1.640 -0.349
13 H -0.531 -2.521 -1.303
14 H 1.830 -1.598 -1.404
15 H 2.261 -0.066 -0.642
16 H 1.271 -0.078 -2.098
17 H -1.951 1.753 1.150
18 H -1.492 0.134 1.648
19 H -2.412 0.395 0.154
20 H -0.973 2.677 -1.004
21 H 0.368 1.905 -1.822
22 H -1.255 1.201 -1.917
23 H 0.336 2.496 1.329
24 H 1.638 1.858 0.343
25 H 1.025 0.929 1.723

# 4
A 7-piece molecular cluster, C22H27ClO23P2 overall in a non-equilibrium geometry. Source: the Open Molecules 2025 dataset; level of theory: ωB97M-V/def2-TZVPD.

Summary:
- electronic energy (hartree) = -3727.944553
- charge = 0
- gap between HOMO and LUMO (eV) = 7.03
- SMILES = O=[PH2]C1=C(P(O)Cl)C(=O)OC1=O.O=C1OCCO1.O=C1OCCO1.O=C1OCCO1.O=C1OCCO1.O=C1OCCO1.O=C1OCCO1

Geometry (Å):
1 O 2.311 2.412 -2.748
2 P 3.473 1.377 -2.584
3 C 3.681 1.085 -0.732
4 C 2.777 0.420 0.181
5 P 1.117 -0.408 -0.227
6 O 0.746 -0.289 -1.896
7 Cl 1.534 -2.495 0.039
8 C 3.446 0.457 1.664
9 O 2.946 -0.074 2.690
10 O 4.696 1.195 1.634
11 C 4.901 1.504 0.246
12 O 5.895 2.025 -0.387
13 H 4.679 1.863 -3.219
14 H 3.154 0.136 -3.235
15 H 0.402 0.604 -2.137
16 O -1.181 -0.938 1.335
17 C -1.883 -1.843 0.973
18 O -1.558 -2.721 -0.012
19 C -2.529 -3.758 0.013
20 C -3.709 -3.100 0.658
21 O -3.111 -2.118 1.495
22 H -2.748 -4.110 -0.996
23 H -2.139 -4.593 0.604
24 H -4.358 -2.600 -0.067
25 H -4.307 -3.800 1.245
26 O 10.782 -0.671 3.022
27 C 9.929 -0.083 2.418
28 O 8.618 -0.447 2.389
29 C 7.901 0.612 1.767
30 C 8.956 1.291 0.946
31 O 10.148 1.035 1.674
32 H 7.084 0.229 1.156
33 H 7.491 1.266 2.542
34 H 9.051 0.857 -0.054
35 H 8.782 2.364 0.851
36 O 0.538 -1.583 -4.578
37 C 0.121 -0.586 -5.095
38 O 0.191 0.658 -4.539
39 C -0.196 1.585 -5.544
40 C -1.032 0.753 -6.469
41 O -0.486 -0.548 -6.313
42 H -0.754 2.417 -5.111
43 H 0.703 1.975 -6.030
44 H -2.086 0.732 -6.175
45 H -0.961 1.084 -7.506
46 O -6.509 -5.477 4.843
47 C -5.822 -4.496 4.863
48 O -6.130 -3.354 5.538
49 C -4.977 -2.524 5.503
50 C -4.245 -3.014 4.291
51 O -4.631 -4.378 4.211
52 H -5.258 -1.472 5.424
53 H -4.407 -2.671 6.424
54 H -4.560 -2.504 3.377
55 H -3.162 -2.921 4.392
56 O -0.413 2.887 -0.180
57 C -1.176 3.043 0.739
58 O -2.226 3.909 0.728
59 C -3.002 3.637 1.886
60 C -2.015 2.995 2.812
61 O -1.097 2.377 1.922
62 H -3.423 4.557 2.297
63 H -3.820 2.964 1.613
64 H -1.477 3.726 3.423
65 H -2.478 2.256 3.468
66 O -5.802 0.113 -2.523
67 C -4.648 0.389 -2.354
68 O -4.182 1.649 -2.132
69 C -2.816 1.529 -1.759
70 C -2.416 0.215 -2.357
71 O -3.632 -0.519 -2.361
72 H -2.232 2.363 -2.153
73 H -2.745 1.531 -0.668
74 H -2.059 0.315 -3.386
75 H -1.654 -0.297 -1.767

# 5
An isolated ion of composition C3H7NO2 and charge +1 in a non-equilibrium geometry. Source: the Open Molecules 2025 dataset; level of theory: ωB97M-V/def2-TZVPD.

Summary:
- electronic energy (hartree) = -323.416532
- charge = +1
- gap between HOMO and LUMO (alpha / beta) (eV) = 13.25 / 7.78
- 2S+1 = 2
- <S²> = 0.756
- energy above the lowest of the compared OMol25 structures with the same formula, charge and spin (eV) = 0.400

Geometry (Å):
1 C -0.706 -0.701 -0.317
2 N 0.046 -0.348 0.834
3 C 1.198 0.548 0.866
4 O 2.196 -0.148 1.385
5 O 1.160 1.667 0.489
6 C -1.302 0.425 -1.147
7 H 0.056 -1.225 -0.965
8 H -1.370 -1.524 -0.056
9 H 0.185 -1.139 1.476
10 H 2.963 0.444 1.503
11 H -0.570 1.196 -1.341
12 H -2.193 0.795 -0.643
13 H -1.664 0.010 -2.084

# 6
An isolated molecule of C2BrClN2O2S2 in a non-equilibrium geometry. Source: the Open Molecules 2025 dataset; level of theory: ωB97M-V/def2-TZVPD.

Summary:
- electronic energy (hartree) = -4166.471285
- charge = 0
- gap between HOMO and LUMO (alpha / beta) (eV) = 5.79 / 5.96
- 2S+1 = 3
- <S²> = 2.051

Geometry (Å):
1 C -0.243 -0.417 0.318
2 C -0.534 1.929 -0.187
3 N -0.668 -0.237 1.431
4 N -1.173 0.645 2.058
5 O -0.372 -2.189 -1.473
6 O 1.500 -0.622 -1.580
7 S -1.106 2.238 1.271
8 S 0.638 -1.404 -0.759
9 Cl 1.803 -2.336 0.670
10 Br 0.154 2.393 -1.749

# 7
A 4-piece molecular cluster, C27H51N2O10 overall in a non-equilibrium geometry. Source: the Open Molecules 2025 dataset; level of theory: ωB97M-V/def2-TZVPD.

Summary:
- electronic energy (hartree) = -1921.035744
- charge = +1
- gap between HOMO and LUMO (eV) = 6.72

Geometry (Å):
1 C -3.760 -2.133 2.025
2 O -4.264 -3.102 1.117
3 C -5.255 -2.484 0.296
4 C -5.677 -3.396 -0.861
5 C -4.703 -3.446 -2.063
6 C -3.212 -3.648 -1.705
7 C -2.441 -2.349 -1.330
8 C -1.090 -2.145 -2.091
9 C 0.077 -1.833 -1.126
10 C 0.366 -0.305 -0.994
11 C -0.281 0.332 0.267
12 C 0.623 1.386 0.980
13 C 0.310 2.806 0.607
14 C 0.158 3.837 1.559
15 C -0.085 5.109 1.099
16 C -0.191 5.278 -0.314
17 N -0.087 4.314 -1.179
18 N 0.170 3.133 -0.663
19 H -4.546 -1.878 2.755
20 H -3.413 -1.239 1.474
21 H -2.890 -2.577 2.529
22 H -6.094 -2.161 0.937
23 H -4.817 -1.568 -0.150
24 H -6.630 -2.991 -1.239
25 H -5.873 -4.401 -0.458
26 H -4.992 -4.335 -2.648
27 H -4.836 -2.596 -2.750
28 H -3.127 -4.379 -0.889
29 H -2.694 -4.098 -2.567
30 H -2.212 -2.417 -0.256
31 H -3.093 -1.474 -1.469
32 H -1.252 -1.323 -2.807
33 H -0.902 -3.042 -2.695
34 H -0.143 -2.196 -0.111
35 H 1.001 -2.342 -1.435
36 H 0.014 0.206 -1.909
37 H 1.458 -0.150 -0.971
38 H -1.236 0.823 0.019
39 H -0.530 -0.456 0.988
40 H 0.604 1.217 2.062
41 H 1.673 1.220 0.674
42 H 0.232 3.630 2.624
43 H -0.182 5.959 1.769
44 H -0.390 6.280 -0.695
45 H 0.256 2.364 -1.331
46 C 7.517 2.435 3.646
47 C 7.709 2.199 2.163
48 O 6.452 1.953 1.502
49 C 5.705 3.021 1.266
50 O 5.969 4.161 1.534
51 O 4.565 2.602 0.685
52 C 3.620 3.637 0.457
53 H 6.962 1.609 4.095
54 H 8.481 2.526 4.146
55 H 6.948 3.346 3.831
56 H 8.311 1.306 2.009
57 H 8.231 3.029 1.687
58 H 4.058 4.464 -0.100
59 H 3.216 3.989 1.408
60 H 2.812 3.212 -0.134
61 C 5.835 -3.847 6.480
62 C 5.372 -4.334 5.123
63 O 4.445 -3.414 4.521
64 C 4.987 -2.327 3.981
65 O 6.158 -2.057 3.938
66 O 3.995 -1.566 3.500
67 C 4.437 -0.319 2.967
68 H 4.979 -3.634 7.122
69 H 6.462 -4.597 6.962
70 H 6.409 -2.925 6.393
71 H 4.835 -5.274 5.234
72 H 6.213 -4.518 4.453
73 H 5.221 -0.458 2.225
74 H 4.786 0.328 3.772
75 H 3.582 0.153 2.485
76 C -7.281 1.303 -7.285
77 C -7.282 0.513 -5.994
78 O -5.950 0.133 -5.609
79 C -5.218 1.093 -5.056
80 O -5.565 2.224 -4.838
81 O -4.005 0.587 -4.790
82 C -3.086 1.542 -4.272
83 H -6.758 0.754 -8.069
84 H -8.301 1.502 -7.612
85 H -6.768 2.257 -7.163
86 H -7.832 -0.417 -6.133
87 H -7.769 1.060 -5.187
88 H -3.497 2.058 -3.404
89 H -2.811 2.259 -5.045
90 H -2.192 1.001 -3.963

# 8
An isolated molecule of C7H12S. Source: the Open Molecules 2025 dataset; level of theory: ωB97M-V/def2-TZVPD.

Summary:
- electronic energy (hartree) = -672.051942
- charge = 0
- gap between HOMO and LUMO (eV) = 9.89
- SMILES = C=C(CS)C1CCC1
- energy above the lowest of the compared OMol25 structures with the same formula, charge and spin (eV) = 1.768

Geometry (Å):
1 C 1.153 2.216 -0.357
2 C 0.716 1.003 -0.017
3 C 1.606 0.069 0.754
4 S 2.543 -1.158 -0.218
5 C -0.708 0.594 -0.348
6 C -0.892 -0.724 -1.161
7 C -1.309 -1.453 0.135
8 C -1.512 -0.059 0.805
9 H 0.504 2.898 -0.909
10 H 2.181 2.543 -0.116
11 H 1.055 -0.434 1.573
12 H 2.384 0.638 1.224
13 H 1.546 -2.048 -0.359
14 H -1.189 1.482 -0.775
15 H -0.007 -1.083 -1.703
16 H -1.723 -0.658 -1.851
17 H -2.177 -2.122 0.087
18 H -0.483 -2.017 0.608
19 H -1.141 0.057 1.810
20 H -2.546 0.256 0.817

# 9
C4H8O2 as an isolated structure. Source: the Open Molecules 2025 dataset; level of theory: ωB97M-V/def2-TZVPD.

Summary:
- electronic energy (hartree) = -307.490916
- charge = 0
- gap between HOMO and LUMO (eV) = 10.20
- energy above the lowest of the compared OMol25 structures with the same formula, charge and spin (eV) = 6.028

Geometry (Å):
1 O 2.051 1.168 -0.141
2 C 1.248 0.123 -0.136
3 C -0.153 0.273 0.399
4 C -1.072 0.781 -0.727
5 O -1.665 -0.515 -0.879
6 C -1.028 -0.982 0.318
7 H 2.264 0.063 0.673
8 H 1.809 -0.787 0.865
9 H 1.312 -0.607 -0.969
10 H -0.144 0.846 1.327
11 H -1.799 1.533 -0.399
12 H -0.579 1.131 -1.642
13 H -1.739 -1.090 1.145
14 H -0.506 -1.937 0.166

# 10
C3H5NO3 as an isolated structure in a non-equilibrium geometry. Source: the Open Molecules 2025 dataset; level of theory: ωB97M-V/def2-TZVPD.

Summary:
- electronic energy (hartree) = -397.592265
- charge = 0
- gap between HOMO and LUMO (eV) = 10.15
- energy above the lowest of the compared OMol25 structures with the same formula, charge and spin (eV) = 6.651

Geometry (Å):
1 C 1.622 -0.544 -0.689
2 C 0.271 0.356 -0.287
3 C -0.607 0.377 1.848
4 H 1.846 -1.166 0.263
5 H 1.068 -1.237 -1.655
6 H 2.579 0.202 -1.330
7 H -0.480 0.906 2.807
8 H -2.656 0.198 -1.497
9 N -0.705 0.151 -1.062
10 O 0.265 1.016 0.915
11 O -1.190 -0.728 1.375
12 O -2.012 0.469 -0.688

# 11
An isolated molecule of C2H5ClNOP in a non-equilibrium geometry. Source: the Open Molecules 2025 dataset; level of theory: ωB97M-V/def2-TZVPD.

Summary:
- electronic energy (hartree) = -1010.643559
- charge = 0
- gap between HOMO and LUMO (eV) = 9.95
- SMILES = O=C[C@H](P)NCl
- energy above the lowest of the compared OMol25 structures with the same formula, charge and spin (eV) = 3.787

Geometry (Å):
1 O -1.921 -1.152 0.243
2 C -0.861 -0.966 0.750
3 C -0.020 0.087 0.047
4 P -0.471 0.171 -1.867
5 N 1.381 -0.145 0.245
6 Cl 1.839 -0.450 1.969
7 H -0.659 -1.301 1.813
8 H -0.470 0.972 0.445
9 H -1.415 1.133 -1.486
10 H 0.648 1.038 -2.254
11 H 1.948 0.615 0.095

# 12
C2H8N5 as an isolated structure in a non-equilibrium geometry. Source: the Open Molecules 2025 dataset; level of theory: ωB97M-V/def2-TZVPD.

Summary:
- electronic energy (hartree) = -354.370088
- charge = +1
- gap between HOMO and LUMO (eV) = 8.35
- energy above the lowest of the compared OMol25 structures with the same formula, charge and spin (eV) = 5.079

Geometry (Å):
1 C -1.636 -0.154 0.023
2 C 3.483 -0.217 -0.132
3 N 1.623 1.233 0.069
4 N -0.259 -0.275 -0.052
5 N 2.622 0.564 -0.115
6 N -2.207 1.071 -0.212
7 N 0.135 -1.590 0.048
8 H -2.247 -1.041 0.114
9 H 0.706 0.548 0.205
10 H 4.301 -0.612 -0.713
11 H 1.693 2.083 0.494
12 H -3.099 1.285 0.226
13 H -1.539 1.824 -0.343
14 H 0.945 -1.955 -0.420
15 H -0.578 -2.112 0.483

Question: Number 2 is which compound?
Answer: C13H12O3Pd

Repeat the sixth record exactly.
An isolated molecule of C2BrClN2O2S2 in a non-equilibrium geometry. Source: the Open Molecules 2025 dataset; level of theory: ωB97M-V/def2-TZVPD.

Summary:
- electronic energy (hartree) = -4166.471285
- charge = 0
- gap between HOMO and LUMO (alpha / beta) (eV) = 5.79 / 5.96
- 2S+1 = 3
- <S²> = 2.051

Geometry (Å):
1 C -0.243 -0.417 0.318
2 C -0.534 1.929 -0.187
3 N -0.668 -0.237 1.431
4 N -1.173 0.645 2.058
5 O -0.372 -2.189 -1.473
6 O 1.500 -0.622 -1.580
7 S -1.106 2.238 1.271
8 S 0.638 -1.404 -0.759
9 Cl 1.803 -2.336 0.670
10 Br 0.154 2.393 -1.749